# 1
ORCA calculation (ωB97M-V with the def2-TZVPD basis set) on 2 unconnected molecules or ions with the total composition C4H10N4O2.

Values from the calculation:
<S²>	2.007
orbital gap (alpha / beta)	6.5 / 7.1	eV
energy	-14340.615	eV
charge	+2
lowest unoccupied orbital energy (alpha / beta)	-6.832 / -12.179	eV
spin multiplicity	3

CARTESIAN COORDINATES (ANGSTROEM)
C -0.4335 -1.0114 -0.2164
C 2.8903 0.0581 -0.3158
C -2.1950 0.2465 -1.0443
C -1.4001 1.0664 0.0561
N -1.3044 -0.8968 -1.1498
N 3.7304 0.5288 -0.9572
N -0.3483 0.1259 0.4592
N 0.2320 0.2552 1.7858
O 0.2508 -2.0962 -0.1174
O 2.1240 -0.4684 0.4158
H -3.2435 -0.0163 -0.8129
H -2.1959 0.8251 -1.9401
H -0.9658 1.9571 -0.4651
H -2.3002 1.2289 0.8234
H -1.4430 -1.6464 -1.7850
H 1.0570 -2.2715 0.5627
H 4.3171 1.0975 -1.4487
H 0.0473 1.2261 2.1941
H 1.3424 0.1931 1.3929
H -0.1618 -0.4018 2.5625



# 2
ORCA calculation (ωB97M-V with the def2-TZVPD basis set) on 2 unconnected molecules or ions with the total composition C4H10N4Si.

Values from the calculation:
orbital gap (alpha / beta)	8.9 / 8.9	eV
energy	-18142.978	eV
lowest unoccupied orbital energy (alpha / beta)	-0.541 / -0.541	eV
spin multiplicity	1
ΔE to the lowest compared entry with this formula, charge and spin	347.8	kJ/mol

CARTESIAN COORDINATES (ANGSTROEM)
C 2.5696 0.8849 -2.8123
C -0.2970 1.8602 0.0538
C 1.3596 -0.3980 1.2251
C -1.5035 -1.1333 -0.0327
N 3.3497 1.7516 -3.6102
N 2.3585 1.1908 -4.1674
N 2.4476 0.5205 -1.6590
N 0.6631 -0.3655 -1.7420
Si 0.0435 -0.0775 -0.0753
H -0.9761 2.0520 -0.7521
H -0.7057 2.1654 1.0211
H 0.5946 2.5807 0.0249
H 1.4262 -1.4799 1.4081
H 2.4275 -0.0666 0.8494
H 1.1496 -0.0927 2.2056
H -2.1564 -0.5889 -0.8120
H -1.7895 -2.1770 -0.1440
H -1.9929 -0.8776 0.9085
H 1.1026 -1.2133 -2.0239



# 3
ORCA calculation (ωB97M-V with the def2-TZVPD basis set) on 2 unconnected molecules or ions with the total composition C4H10N6O.

Values from the calculation:
structure (SMILES)	[H]/N=C(\N)NCC.c1nnno1
orbital gap	9.6	eV
energy	-15295.874	eV
lowest unoccupied orbital energy	0.469	eV
spin multiplicity	1
ΔE to the lowest compared entry with this formula, charge and spin	0.0	kJ/mol

CARTESIAN COORDINATES (ANGSTROEM)
H 3.1296 -0.4127 -3.0984
N 2.9898 -0.4411 -2.0835
C 1.8534 -0.9543 -1.7977
N 0.8320 -1.2931 -2.6897
N 1.5357 -1.2144 -0.4697
C 0.2154 -0.8776 0.0529
C -0.1188 0.6100 -0.0031
H 1.1332 -1.3000 -3.6592
H 0.3446 -2.1458 -2.4409
H 2.3004 -0.8721 0.1075
H -0.5392 -1.4469 -0.4963
H 0.1805 -1.2382 1.0894
H -0.1052 0.9637 -1.0437
H -1.1083 0.7910 0.3916
H 0.6228 1.1959 0.5630
C -1.4944 1.4883 2.4193
N -2.1551 2.5016 2.8743
N -3.4134 2.0058 3.0711
N -3.4997 0.8024 2.7579
O -2.2391 0.3944 2.3142
H -0.4640 1.4432 2.1411



# 4
ORCA calculation (ωB97M-V with the def2-TZVPD basis set) on a gas-phase ion, C4H10NO (charge -1).

Values from the calculation:
structure (SMILES)	CCNCC[O-]
orbital gap	6.2	eV
energy	-7846.012	eV
charge	-1
lowest unoccupied orbital energy	3.982	eV
spin multiplicity	1
ΔE to the lowest compared entry with this formula, charge and spin	147.0	kJ/mol

CARTESIAN COORDINATES (ANGSTROEM)
C -1.1688 -1.7735 0.1596
C -0.8960 -0.7394 -0.9279
N -0.7074 0.4925 -0.2101
C 0.4248 0.6772 0.8181
C 1.5734 1.6066 0.1545
O 1.1522 2.7667 -0.4201
H -1.6981 -2.6173 -0.1532
H -1.5726 -1.3309 1.0313
H -0.1706 -2.0812 0.3782
H 0.0966 -0.9768 -1.5962
H -1.7678 -0.6631 -1.5798
H -0.7509 1.2185 -0.9031
H 0.8810 -0.3231 1.1740
H 0.0409 1.1903 1.6750
H 2.4455 1.6731 0.8858
H 2.1177 0.8804 -0.4861